1.
3 unconnected molecules or ions with the total composition C13H24BIN4O4P, computed with ωB97M-V/def2-TZVPD.

Cartesian coordinates (Å):
C -2.50 3.68 -1.32
C -1.18 3.48 -2.09
O -1.14 2.26 -2.91
P -0.97 0.88 -2.01
C 0.58 0.01 -2.49
C 0.51 -0.77 -3.87
C 0.89 -2.27 -3.61
I -0.79 -3.49 -2.98
O -0.83 1.22 -0.34
N -0.54 0.00 0.29
O -0.71 0.11 1.43
B -2.60 -0.13 -2.20
N -3.65 0.26 -3.10
O -2.79 -1.29 -1.40
H -2.65 2.97 -0.48
H -2.48 4.69 -0.87
H -3.38 3.57 -1.98
H -1.03 4.33 -2.78
H -0.28 3.46 -1.43
H 0.95 -0.69 -1.72
H 1.37 0.79 -2.59
H -0.44 -0.65 -4.43
H 1.32 -0.37 -4.51
H 1.66 -2.36 -2.82
H 1.33 -2.71 -4.53
H -3.33 0.67 -3.97
H -4.34 -0.48 -3.24
H -3.22 -0.97 -0.59
N -0.26 1.17 4.49
C -0.23 0.73 5.79
C 0.29 1.74 6.56
C 0.57 2.83 5.70
C 0.21 2.45 4.43
H -0.59 0.63 3.71
H -0.57 -0.26 6.05
H 0.45 1.70 7.62
H 0.98 3.79 5.98
H 0.26 2.98 3.49
N 1.90 -3.13 0.42
C 2.48 -2.51 1.50
C 3.68 -3.11 1.74
C 3.85 -4.13 0.77
C 2.73 -4.13 -0.03
H 1.01 -2.91 0.03
H 1.98 -1.69 1.99
H 4.38 -2.84 2.52
H 4.68 -4.80 0.67
H 2.46 -4.74 -0.87

Output
2S+1: 1
Strongest force on any atom in eV/Å: 3.310
Net charge: +1

2.
A molecular structure, C23H24IN3O2SSc, computed with ωB97M-V/def2-TZVPD.

Cartesian coordinates (Å):
Sc 11.15 8.78 7.92
C 9.29 7.21 9.62
N 10.23 6.80 8.48
C 10.89 5.53 8.81
C 9.31 6.46 7.34
C 8.65 7.70 6.74
C 7.48 7.48 6.05
C 7.02 8.49 5.26
C 7.71 9.69 5.22
C 8.74 10.00 6.08
C 9.27 8.94 6.83
H 8.53 6.45 9.83
H 8.68 8.08 9.42
H 9.86 7.62 10.42
H 10.18 4.70 9.01
H 11.47 5.65 9.73
H 11.69 5.29 8.11
H 8.58 5.74 7.70
H 9.99 6.07 6.58
H 6.93 6.55 6.05
H 6.23 8.31 4.55
H 7.16 10.54 4.67
H 9.11 11.04 6.17
N 11.98 9.03 4.34
C 12.95 8.74 5.17
S 12.79 7.42 6.26
N 14.11 9.48 5.11
C 15.12 9.27 6.08
C 15.48 10.37 6.80
C 16.39 10.23 7.91
C 16.98 8.99 8.11
C 16.57 7.86 7.39
C 15.72 8.05 6.31
H 11.23 8.44 4.36
H 12.01 9.89 3.85
H 14.08 10.36 4.63
H 14.90 11.25 6.73
H 16.70 11.12 8.50
H 17.65 8.93 8.89
H 16.91 6.85 7.63
H 15.38 7.21 5.76
I 14.58 15.82 11.99
C 13.74 14.10 11.09
C 12.64 13.38 11.54
C 12.20 12.26 10.84
C 12.74 12.02 9.61
C 13.72 12.80 9.08
C 14.32 13.77 9.81
C 12.24 10.78 8.96
O 12.49 10.57 7.73
O 11.54 9.87 9.62
H 12.34 13.61 12.53
H 11.42 11.59 11.21
H 14.06 12.49 8.11
H 15.14 14.47 9.55

Output
Relative energy (zero: lowest compared OMol25 entry of this formula, charge and spin) in kcal/mol: 14.8
2S+1: 1
Strongest force on any atom in eV/Å: 3.876
Net charge: +1

3.
C6H10O2S in the gas phase, computed with ωB97M-V/def2-TZVPD.

Cartesian coordinates (Å):
C -0.50 1.10 0.74
C -1.04 4.53 0.01
C -1.46 1.98 -0.03
C -1.25 3.26 -0.11
C 1.53 -3.51 -0.44
C 0.95 -2.18 -0.83
O -0.35 -2.38 1.32
O -0.34 -0.12 0.06
S 0.52 -1.37 0.73
H -0.67 1.04 1.82
H 0.44 1.60 0.90
H -0.51 5.07 -0.76
H -1.45 4.96 0.85
H -2.41 1.51 -0.53
H 2.43 -3.55 0.18
H 0.71 -4.06 0.15
H 1.62 -4.04 -1.43
H -0.01 -2.22 -1.36
H 1.78 -1.63 -1.28

Output
Relative energy (zero: lowest compared OMol25 entry of this formula, charge and spin) in kcal/mol: 62.7
2S+1: 1
Strongest force on any atom in eV/Å: 3.423

Computed frontier orbital gap, in the same sequence as the records: 0.19980, 0.31008, 0.37041 Eh.